[1]
DFT (the ωB97M-V functional and the def2-TZVPD basis) results for a structure of composition C3H12O3 at a distorted geometry.

Net charge: 0
Max |F|: 5.8 eV/Å
LUMO: 0.0252 Ha
Highest occupied orbital energy: -9.25 eV
E: -9443.95016 eV

Cartesian coordinates (Å):
C -0.36338 -0.96262 1.55504
O -0.78213 -1.61936 0.36371
H -0.27773 0.09120 1.29007
H -1.16789 -1.13881 2.26904
H 0.60983 -1.33342 1.87674
H -0.79225 -0.97889 -0.35134
C -1.19500 -0.81952 -1.95063
O -0.61691 0.03150 -0.99944
H -0.81195 -1.83018 -1.80946
H -2.25966 -0.94048 -1.75069
H -1.08372 -0.55035 -3.00100
H -1.17442 0.81120 -1.05271
C 1.48119 1.26771 0.74968
O 1.38963 2.32926 -0.18097
H 2.20992 1.60796 1.48540
H 0.59686 0.97080 1.31351
H 1.95548 0.38524 0.32026
H 2.28214 2.67875 -0.12721

---

[2]
DFT (the ωB97M-V functional and the def2-TZVPD basis) results for a structure of composition C4H13F5N3OTeV.

Net charge: +1
Max |F|: 0.5 eV/Å
LUMO (alpha / beta): -0.1595 / -0.1425 Ha
Highest occupied orbital energy (alpha / beta): -13.88 / -14.62 eV
E: -57443.84994 eV
Multiplicity: 2

Cartesian coordinates (Å):
V 0.93495 -0.13232 0.09267
N -0.32533 -0.90412 -1.46992
C -1.76847 -0.66628 -1.24438
C -2.07740 -0.91888 0.22304
N -1.08896 -0.24983 1.09501
C -1.44189 1.09776 1.58020
C -1.12780 2.14435 0.52478
N 0.25578 1.93146 0.03517
H -0.04073 -0.57654 -2.38835
H -0.12481 -1.90350 -1.45062
H -2.38684 -1.30875 -1.87230
H -1.98331 0.36355 -1.52337
H -2.01587 -1.98946 0.42177
H -3.09676 -0.59947 0.45254
H -0.90861 -0.84208 1.89908
H -0.83475 1.28460 2.46583
H -2.49381 1.15835 1.86983
H -1.25102 3.14361 0.94279
H -1.80730 2.06596 -0.32190
H 0.91601 2.33869 0.69549
H 0.40326 2.40620 -0.85047
F 1.24055 -1.91981 0.55777
Te 3.81832 -1.32298 -0.07055
F 5.29258 -2.45958 0.03207
F 3.25787 -2.36305 -1.47623
F 4.86336 -0.17649 -1.05853
F 1.54713 0.35424 1.73708
O 2.24386 0.04435 -0.89854